# 1
Molecular formula: C4H5N3
Method: DFT, wB97M-V/def2-TZVPD

The calculation puts the HOMO energy at -8.94 eV. As for the gap between HOMO and LUMO: 9.8 eV. Its structure (SMILES) is Nc1cncnc1. The value obtained for the molecular weight is 95.10 g/mol.

Positions of all 12 atoms, in Å:
N (-2.0301, 0.0381, -0.0779)
C (-0.6407, 0.0060, 0.0657)
C (0.1444, 1.1559, 0.1565)
N (1.4728, 1.1197, 0.1124)
C (2.0276, -0.0865, 0.0249)
N (1.3909, -1.2510, 0.1329)
C (0.0637, -1.1948, 0.1844)
H (-2.3760, 0.9611, -0.3095)
H (-2.3613, -0.6253, -0.7677)
H (-0.3230, 2.1343, 0.2772)
H (3.1022, -0.1246, -0.1353)
H (-0.4704, -2.1328, 0.3364)

=====

# 2
Molecular formula: C4H5N3O
Method: DFT, wB97M-V/def2-TZVPD

The calculation puts the HOMO energy at -8.10 eV. As for the gap between HOMO and LUMO: 8.4 eV. The value obtained for the molecular weight is 111.10 g/mol.

Positions of all 13 atoms, in Å:
C (0.0071, 0.7582, -1.2178)
C (-0.8822, -0.3956, -1.5455)
C (-0.0912, -0.4004, 0.5359)
C (0.2987, -0.9788, 1.7946)
H (-0.1029, 2.8759, -0.9040)
H (-0.4597, 2.0946, -2.8730)
H (-1.3370, -0.7359, -2.4531)
H (-1.5898, -1.7611, -0.0805)
H (-0.5247, -1.7727, 1.9141)
N (0.1933, 2.0284, -1.7213)
N (-0.9563, -1.0499, -0.2530)
N (0.4736, 0.6246, 0.1089)
O (1.2558, -0.7278, 2.5064)

=====

# 3
Molecular formula: C4H5N3O
Method: DFT, wB97M-V/def2-TZVPD

The calculation puts the HOMO energy at -9.67 eV. As for the gap between HOMO and LUMO: 9.6 eV. Its structure (SMILES) is O/N=C1\C=NN=CC1. The value obtained for the molecular weight is 111.10 g/mol.

Positions of all 13 atoms, in Å:
C (-0.5250, -0.0408, 0.0062)
C (0.5586, -1.0688, 0.2495)
C (1.8808, -0.5400, -0.1923)
C (-0.0880, 1.3628, 0.1893)
H (-3.4669, 0.1253, -0.3666)
H (0.5747, -1.2701, 1.3165)
H (0.4222, -2.0131, -0.2356)
H (2.6812, -1.1939, -0.5915)
H (-0.8708, 2.0919, 0.3766)
N (-1.7462, -0.4329, -0.1852)
N (2.1041, 0.7075, -0.4107)
N (1.1236, 1.7073, 0.0668)
O (-2.6483, 0.5648, -0.2232)

=====

# 4
Molecular formula: C4H5N3O
Method: DFT, wB97M-V/def2-TZVPD

The calculation puts the HOMO energy at -9.09 eV. As for the gap between HOMO and LUMO: 9.9 eV. Its structure (SMILES) is O/N=C\n1cccn1. The value obtained for the molecular weight is 111.10 g/mol.

Positions of all 13 atoms, in Å:
C (0.3567, -0.3370, 1.5516)
C (-0.1203, -0.2134, -1.0215)
C (-0.2105, 0.9077, -1.8075)
C (0.1249, 1.9869, -0.9252)
H (-0.5407, -3.2381, 1.5247)
H (0.7291, 0.4086, 2.2804)
H (-0.1188, -1.2180, -1.3690)
H (-0.5507, 0.8058, -2.8540)
H (0.3246, 3.0532, -1.0801)
N (0.2629, -1.5447, 1.9336)
N (0.0322, 0.1959, 0.2914)
N (0.2921, 1.5209, 0.3027)
O (-0.5815, -2.3279, 1.1731)

=====

# 5
Molecular formula: C4H5N3O
Method: DFT, wB97M-V/def2-TZVPD

The calculation puts the HOMO energy (alpha / beta) at -8.28 / -8.25 eV. As for the gap between HOMO and LUMO (alpha / beta): 7.9 / 7.8 eV. The value obtained for the molecular weight is 111.10 g/mol.

Positions of all 13 atoms, in Å:
C (0.2744, 0.8934, -0.3888)
C (-0.8800, 1.6219, -0.2476)
C (0.3982, -0.5568, 0.0603)
C (1.7645, -1.0961, 0.1976)
N (-2.0383, 1.0185, 0.0673)
N (-0.5857, -1.3101, 0.4043)
N (-2.3883, -0.1215, 0.1648)
O (-3.3012, -0.8214, 0.1833)
H (1.1546, 1.3670, -0.9184)
H (-0.8688, 2.7444, -0.2868)
H (2.4635, -0.5098, 0.9640)
H (1.6982, -2.1028, 0.6260)
H (2.3089, -1.1267, -0.8261)

=====

# 6
Molecular formula: C4H5N3O
Method: DFT, wB97M-V/def2-TZVPD

The calculation puts the HOMO energy at -9.68 eV. As for the gap between HOMO and LUMO: 8.1 eV. Its structure (SMILES) is CNC1=NC(=O)C=N1. The value obtained for the molecular weight is 111.10 g/mol.

Positions of all 13 atoms, in Å:
C (-2.3584, -0.6120, -0.0830)
C (0.2265, 0.1594, -0.0618)
C (2.2409, -0.4050, 0.0166)
C (2.2650, 0.9559, -0.0846)
H (-2.3782, -1.1693, 1.0325)
H (-2.4676, -1.4348, -0.9312)
H (-3.3943, -0.0284, -0.2231)
H (-1.2783, 1.2199, 0.4654)
H (3.1271, 1.6209, -0.1829)
N (-1.2260, 0.3081, 0.1146)
N (0.9624, -0.9105, -0.0989)
N (1.0224, 1.4254, -0.0339)
O (3.2585, -1.1297, 0.0704)

=====

> The lowest molecular weight belongs to which entry?

C4H5N3